*i*
A 2-piece molecular cluster, C9H12OS2 overall, computed with ωB97M-V/def2-TZVPD.

Geometry as ORCA input:
```
! RIJCOSX wB97M-V def2-TZVPD def2/J DEFGRID3
* xyz 0 1
C -0.490 0.289 -2.114
H -0.387 -2.408 1.127
S 1.454 -0.115 2.303
H 1.425 0.443 -4.741
C 1.157 0.555 -3.787
C 0.166 -0.920 2.824
H -0.465 -0.902 -3.958
C 1.181 1.954 -1.910
C -0.867 -0.266 3.662
H -0.881 0.738 3.841
H -1.513 0.020 1.083
C -0.032 -0.040 -3.376
C 0.095 1.358 -1.383
H 2.506 2.190 -3.615
O -1.742 0.590 0.417
S -0.572 1.761 0.152
H 1.621 2.817 -1.347
C 1.704 1.676 -3.140
H -0.965 -2.722 2.873
H -1.856 -0.700 3.357
H -0.949 -0.822 4.613
C -0.073 -2.360 2.234
H -1.330 -0.173 -1.593
H 0.811 -2.963 2.479
*
```

Output
molecular weight = 200.33 g mol⁻¹
LUMO energy = -0.03 eV
Kohn-Sham gap = 8.0 eV
SMILES = OSc1ccccc1.CC(C)=S

---

*ii*
One molecule with the formula C9H12OS2, computed with ωB97M-V/def2-TZVPD.

Geometry as ORCA input:
```
! RIJCOSX wB97M-V def2-TZVPD def2/J DEFGRID3
* xyz 0 1
H -0.047 1.647 4.465
H 0.916 2.833 3.653
H -0.919 3.088 3.940
C -0.346 -1.192 0.112
H -1.260 1.191 2.367
H 1.168 -0.364 -3.835
O -1.665 -3.028 0.864
H -1.601 0.970 -3.645
H -0.815 -1.858 2.176
H -0.343 2.444 1.513
C -0.310 1.732 2.343
C 0.100 -0.452 -2.016
S 0.962 0.683 -1.006
H -0.346 -1.252 -3.996
C -0.093 2.408 3.664
C -0.517 -1.403 -1.231
H -1.115 -2.229 -1.634
H -0.502 0.986 -5.112
C -0.950 -2.096 1.111
S 0.958 0.446 1.986
C -0.566 0.968 -4.000
H -0.011 1.801 -3.522
C 0.491 -0.146 0.405
C 0.103 -0.336 -3.549
*
```

Output
molecular weight = 200.33 g mol⁻¹
LUMO energy = 0.14 eV
Kohn-Sham gap = 9.0 eV
SMILES = CCSc1sc(CC)cc1C=O

---

Q: Which of them is the least stable? A: *i*.

---

*i*
C25H33BrHfN10PSe as an isolated structure, computed with ωB97M-V/def2-TZVPD.

Geometry as ORCA input:
```
! RIJCOSX wB97M-V def2-TZVPD def2/J DEFGRID3
* xyz 3 1
C 0.649 0.053 -3.617
H 6.355 0.312 0.089
C -0.826 0.690 4.874
C -0.315 -5.066 -1.659
C 1.073 -3.150 -1.207
C 3.418 0.392 -1.582
H -0.885 -3.000 2.040
C 3.022 0.457 0.706
H -2.532 2.244 0.577
N 0.236 -0.008 -2.476
N -2.245 3.522 -2.302
C -1.486 0.206 2.214
N -0.828 2.288 -0.724
C -2.446 0.068 3.189
H -0.579 0.887 5.905
Se 1.176 0.143 -5.211
H 2.047 -2.853 -0.795
H -1.739 0.009 1.161
C -0.164 0.557 2.552
C -1.745 -3.262 -0.927
C 1.079 -5.057 0.262
N 0.930 -4.568 -1.096
C 4.789 0.341 -1.391
N -0.041 -4.626 1.083
C -1.151 4.443 -2.592
H -3.453 -0.226 2.939
H 2.447 0.441 2.786
N -0.309 4.585 -1.405
H -0.512 5.264 0.575
H -1.556 5.416 -2.865
C 0.247 3.322 -1.035
H 0.867 3.456 -0.133
Hf 0.317 0.412 -0.559
H -0.284 -6.156 -1.684
H -1.229 -6.222 0.497
N 2.537 0.463 -0.573
N -2.211 4.188 -0.026
H 5.453 0.302 -2.242
H -1.135 1.876 -2.816
H -3.447 5.029 -1.491
C -3.052 4.053 -1.211
H 1.035 -2.861 -2.265
Br -3.415 0.014 5.876
H 0.869 2.943 -1.867
H 0.885 -2.945 1.822
C 0.132 0.833 3.899
H 1.110 1.178 4.191
H -2.129 -4.825 1.132
H 4.753 0.380 1.988
C -0.063 -3.227 1.351
H -1.921 -2.978 -1.971
C -1.697 2.922 0.366
C 2.067 0.504 1.771
H -2.644 -3.045 -0.339
H 1.097 -6.147 0.247
H -1.537 6.077 -0.618
H -1.083 3.043 1.267
C -2.118 0.283 4.535
C 4.400 0.389 0.968
H -2.551 1.540 -1.759
P -0.290 -2.215 -0.251
C -1.728 2.242 -1.966
H -3.887 3.383 -1.002
C -1.279 -5.132 0.518
H 3.000 0.370 -2.584
C 5.291 0.342 -0.089
N 0.775 0.571 1.524
C -1.125 5.116 -0.316
N -1.438 -4.644 -0.839
H -0.441 -4.693 -2.679
H 2.018 -4.701 0.688
H -0.560 4.058 -3.427
*
```

Output
molecular weight = 841.94 g mol⁻¹
LUMO energy = -11.01 eV
Kohn-Sham gap = 5.0 eV

---

*ii*
C25H33BrHfN10PSe as an isolated structure, computed with ωB97M-V/def2-TZVPD.

Geometry as ORCA input:
```
! RIJCOSX wB97M-V def2-TZVPD def2/J DEFGRID3
* xyz 3 1
H 0.570 -1.755 2.545
H 0.495 0.966 5.682
C 5.454 -1.467 -1.245
H -5.463 -2.769 -1.916
C 5.174 -2.705 -1.814
H 3.692 -3.957 -2.734
H 0.688 2.422 1.803
C 2.179 1.801 3.846
H -1.358 4.989 -1.082
H 2.473 -1.531 3.944
N 0.647 -0.524 4.215
C 0.204 -0.789 2.892
H 1.892 -2.281 -2.534
H -3.491 -0.800 1.164
P -2.240 -0.406 -0.925
H 3.289 1.588 -2.456
Br 6.525 -3.985 -1.966
C 1.534 3.681 -2.261
C 2.362 1.363 -1.932
H -1.508 2.692 -0.186
H 2.414 3.919 -2.844
H -0.887 -0.761 2.835
C 0.274 1.645 2.451
H -5.428 0.205 0.164
C 2.112 -0.554 4.266
N 0.349 -2.126 -0.122
C 2.278 0.266 2.048
C 4.451 -0.519 -1.138
H -4.067 0.014 -3.783
N 0.292 2.067 -0.987
H -3.044 1.530 -2.224
H -3.626 1.596 -0.547
H -2.834 -2.314 0.512
C -0.565 4.283 -1.284
C -0.653 2.991 -0.780
C 3.172 -0.822 -1.593
H -1.966 -1.019 -3.303
C -3.453 0.937 -1.402
Se 0.334 -5.025 -0.188
H 0.637 5.633 -2.444
H -1.885 -2.447 -2.251
N 2.673 0.493 3.398
C 0.340 -3.351 -0.153
H -0.920 0.814 4.631
C 3.891 -2.999 -2.273
N -4.700 0.329 -1.805
H 6.451 -1.248 -0.889
H 2.593 2.588 3.213
N 2.130 0.174 -1.498
N -4.601 -1.646 -0.389
H -5.558 -0.814 -3.315
C -2.417 -1.513 -2.440
C -5.338 -0.425 -0.722
H -6.339 -0.705 -1.045
H 2.677 1.059 1.405
Hf 0.337 -0.158 -0.214
C 0.540 4.635 -2.036
N -3.813 -1.757 -2.684
H -0.819 1.660 2.405
C -4.561 -0.533 -2.979
H 2.504 1.974 4.870
H 4.666 0.442 -0.683
H 2.634 -0.711 1.704
C 0.170 0.789 4.659
C 2.882 -2.062 -2.152
H 2.442 -0.380 5.289
C -3.342 -1.382 0.253
C 1.373 2.422 -1.727
N 0.713 1.842 3.791
N 0.737 0.283 1.897
C -4.467 -2.476 -1.587
H -3.903 -3.379 -1.350
*
```

Output
molecular weight = 841.94 g mol⁻¹
LUMO energy = -10.56 eV
Kohn-Sham gap = 5.6 eV

---

Q: Which of them is the least stable? A: *i*.

---

*i*
C28H20BiF9N6O5Se as an isolated structure, computed with ωB97M-V/def2-TZVPD.

Geometry as ORCA input:
```
! RIJCOSX wB97M-V def2-TZVPD def2/J DEFGRID3
* xyz 0 1
H 2.765 5.669 -0.510
C 4.322 2.691 -0.302
H 5.260 -0.009 -0.674
C 4.167 4.028 -0.540
H 5.607 0.455 0.996
N 0.895 -2.743 0.490
C -1.303 -3.159 -0.241
C 4.906 -0.083 0.356
C -2.925 2.041 1.931
C -3.225 2.179 3.350
C 0.639 -1.024 2.967
C 1.843 3.853 0.090
F -1.952 1.230 -4.340
F 0.870 -2.376 -3.037
Se -4.136 2.776 5.584
O -2.717 -1.470 -0.819
H 5.002 4.629 -0.876
H -2.081 -4.388 -1.778
C -0.091 -1.968 -3.884
O 0.912 1.798 0.700
C -1.527 -0.003 -4.660
C 1.961 2.454 0.329
H 1.095 -1.461 5.012
N -1.589 1.009 0.252
F -1.095 0.038 -5.922
F -2.596 -0.807 -4.624
C -1.372 0.570 3.901
F 1.372 0.402 -4.975
N -0.134 -0.373 2.104
C -2.230 1.693 -0.683
H -0.761 -0.008 5.868
C -0.568 -0.120 4.809
F 0.335 -2.200 -5.129
N -4.172 2.945 3.820
C 0.816 0.427 -3.766
N -1.515 -1.880 -0.229
C 0.297 -5.115 0.321
O 2.037 -3.086 0.906
H 4.866 -1.128 0.649
F -1.147 -2.758 -3.656
H -2.380 -1.037 -1.640
H 1.209 -5.225 0.901
C -1.121 0.429 2.539
C -3.254 2.582 -0.372
C -0.020 -3.654 0.219
F 1.770 0.064 -2.881
C -3.608 2.752 0.945
C 0.446 -0.918 4.339
C -1.906 1.175 1.542
C 3.256 1.873 0.139
Bi 0.380 -0.401 -0.182
O 2.632 -0.289 0.882
F 0.504 1.695 -3.475
H -2.323 -5.037 -0.157
H -0.503 -5.683 0.797
H -3.313 -3.675 -0.738
H 0.475 -5.544 -0.670
H 1.426 -1.640 2.545
C -2.328 -4.123 -0.746
H -3.757 3.118 -1.164
O -0.968 -0.360 -2.376
C -0.459 -0.473 -3.610
C 2.902 4.609 -0.330
H 0.864 4.291 0.244
C -2.454 1.448 4.327
C 3.511 0.486 0.474
N -2.786 1.630 5.577
H 5.296 2.244 -0.456
H -4.401 3.427 1.241
H -1.917 1.508 -1.704
*
```

Output
molecular weight = 979.43 g mol⁻¹
LUMO energy = -1.21 eV
Kohn-Sham gap = 6.5 eV

---

*ii*
C28H20BiF9N6O5Se as an isolated structure, computed with ωB97M-V/def2-TZVPD.

Geometry as ORCA input:
```
! RIJCOSX wB97M-V def2-TZVPD def2/J DEFGRID3
* xyz 0 1
O 0.455 -0.551 2.626
F -5.845 1.128 -1.462
C -0.175 -0.651 -4.557
H -0.758 5.320 -0.399
F -3.234 -0.965 1.022
H -1.839 2.282 -1.144
C 0.767 3.261 1.974
N -0.629 -5.356 -3.543
N 0.708 2.012 2.215
N -0.579 2.791 0.111
H 6.035 -1.171 3.001
H 2.254 3.722 3.419
H 1.815 -1.390 4.789
C 3.970 -0.605 3.112
C -0.025 5.162 0.385
H 0.581 -0.156 5.100
C -0.440 -4.147 -3.087
H -0.397 -5.858 -0.986
C -0.251 -3.839 -1.672
C 1.525 0.043 3.225
C -3.827 0.194 0.660
O 1.318 1.552 3.326
H 0.418 1.800 -2.325
H 6.154 -0.787 0.543
H 0.801 4.717 3.534
N 0.071 -2.177 0.005
O -1.313 3.140 -0.974
N 0.187 -0.181 -1.855
H 1.960 5.019 2.237
C 1.574 -0.333 4.690
F -4.606 2.586 -0.456
Bi -0.174 0.257 0.704
F -3.244 1.153 1.397
C -0.071 -2.512 -1.289
C 5.230 -0.618 1.082
C 2.822 -0.170 2.453
O 1.887 0.486 0.290
C 0.018 3.715 0.754
H 4.129 -0.017 -0.668
C 0.060 0.623 -4.095
F -4.989 -1.499 -1.207
H -0.086 -5.208 1.416
F -4.072 -0.612 -2.951
H -0.328 -0.858 -5.608
H 3.931 -0.779 4.179
C -0.032 -1.428 -2.294
F -2.870 -1.713 -1.545
C -0.428 -3.088 -4.066
C 0.064 -3.123 0.937
N -0.606 -3.449 -5.308
H -0.281 5.776 1.249
C 5.167 -0.832 2.452
H 0.094 1.469 -4.767
C -0.258 -4.827 -0.689
Se -0.811 -5.214 -5.305
C 1.495 4.238 2.838
F -4.209 2.073 -2.508
C -3.584 0.464 -0.863
C 4.107 -0.189 0.401
C -0.211 -1.705 -3.647
C -4.587 1.569 -1.333
O -2.318 0.824 -1.082
F -5.105 0.122 1.024
C 0.239 0.811 -2.729
C -0.089 -4.469 0.628
C 2.896 0.045 1.062
H 0.185 -2.771 1.956
C -3.900 -0.857 -1.648
H 2.301 0.263 5.242
H 0.953 5.487 0.024
*
```

Output
molecular weight = 979.43 g mol⁻¹
LUMO energy = -0.96 eV
Kohn-Sham gap = 7.0 eV

---

Q: Which of them is the least stable? A: *i*.

---

*i*
A 6-piece molecular cluster, C8H27FN9O5 overall, computed with ωB97M-V/def2-TZVPD.

Geometry as ORCA input:
```
! RIJCOSX wB97M-V def2-TZVPD def2/J DEFGRID3
* xyz -1 1
H -28.086 -1.478 26.990
O -23.542 1.654 30.511
O -26.494 -3.901 30.897
N -23.312 -2.823 27.769
N -29.011 -1.559 26.592
H -27.296 -0.189 25.759
H -31.558 2.800 32.191
N -24.427 -2.852 25.971
H -26.948 -4.113 28.582
C -23.424 -3.381 26.612
C -32.141 2.219 31.476
H -24.048 -2.483 28.371
H -24.624 -0.132 28.382
H -25.143 -1.869 31.013
H -31.888 0.359 28.468
N -25.760 -1.907 30.214
O -30.176 -0.856 24.837
N -26.748 -3.168 28.876
H -25.413 1.261 28.229
C -24.135 1.335 29.555
H -23.168 -0.364 29.250
H -33.175 2.447 31.735
H -27.854 1.065 29.290
O -22.576 -4.092 26.109
H -30.274 0.272 30.064
H -26.088 -1.106 29.693
H -28.474 1.024 27.631
O -31.799 2.478 30.086
N -23.850 0.283 28.881
F -26.037 -0.793 27.336
H -30.147 2.905 28.912
C -28.646 0.678 28.650
H -25.554 2.639 29.463
H -29.718 2.616 30.491
H -24.426 -2.908 24.962
N -31.015 0.672 28.068
H -29.728 -2.187 26.928
H -22.488 -3.099 28.284
H -25.035 -2.092 26.239
C -29.205 -0.810 25.499
N -25.120 1.862 28.985
H -28.338 -0.364 28.738
H -26.346 -2.468 28.268
C -30.069 0.891 29.190
C -26.338 -3.044 30.085
C -30.455 2.290 29.758
H -30.785 -0.119 27.483
N -28.123 -0.227 25.181
H -28.044 0.417 24.407
H -32.048 1.154 31.688
*
```

Output
molecular weight = 348.36 g mol⁻¹
LUMO energy = 2.65 eV
Kohn-Sham gap = 9.4 eV

---

*ii*
A 6-piece molecular cluster, C8H27FN9O5 overall, computed with ωB97M-V/def2-TZVPD.

Geometry as ORCA input:
```
! RIJCOSX wB97M-V def2-TZVPD def2/J DEFGRID3
* xyz -1 1
H 34.481 -35.695 23.900
H 31.110 -31.321 20.560
H 34.160 -34.903 22.336
H 32.343 -37.290 23.043
H 37.877 -30.332 19.375
H 32.481 -35.407 19.237
N 32.002 -35.786 18.433
H 29.443 -34.859 21.809
H 32.401 -35.949 21.904
H 37.453 -32.493 19.511
N 30.390 -35.209 21.837
H 30.157 -33.381 18.911
H 31.212 -34.739 21.485
N 31.910 -36.492 22.600
H 36.523 -35.647 20.558
H 35.186 -35.007 17.337
C 36.071 -31.728 20.740
F 32.990 -34.446 20.827
H 35.171 -31.120 20.842
N 32.966 -31.967 22.891
H 33.202 -31.463 23.733
H 35.099 -33.345 19.060
N 35.717 -35.559 21.161
C 35.591 -32.621 18.411
H 35.747 -32.726 21.036
O 29.823 -37.033 22.975
H 36.817 -31.297 21.408
H 32.230 -36.611 17.897
N 31.820 -31.720 21.157
C 30.633 -36.266 22.527
N 30.877 -34.079 19.036
H 37.345 -30.654 17.975
C 31.993 -31.345 22.359
C 35.296 -34.174 16.642
O 36.161 -33.214 17.248
N 34.765 -35.394 22.979
H 33.562 -32.625 22.409
H 34.302 -33.787 16.421
N 36.996 -30.485 18.907
C 36.607 -31.825 19.349
H 35.711 -34.618 15.738
O 30.075 -35.241 17.308
C 30.923 -35.080 18.204
O 36.683 -36.323 22.981
H 31.567 -34.015 19.771
H 32.320 -32.566 20.925
O 31.241 -30.693 23.057
H 34.869 -31.861 18.112
C 35.778 -35.813 22.416
H 34.797 -35.213 20.929
*
```

Output
molecular weight = 348.36 g mol⁻¹
LUMO energy = 2.69 eV
Kohn-Sham gap = 9.4 eV

---

Q: Which of them is the least stable? A: *i*.

---

*i*
A 2-piece molecular cluster, C9H7N3O2 overall, computed with ωB97M-V/def2-TZVPD.

Geometry as ORCA input:
```
! RIJCOSX wB97M-V def2-TZVPD def2/J DEFGRID3
* xyz 0 1
N -2.306 -1.609 -0.389
C 0.017 -1.996 0.101
H 3.662 1.807 -0.307
C 0.741 0.165 -0.464
C 2.949 1.001 -0.219
N -4.182 0.374 0.425
H -3.490 -0.331 0.096
C 3.365 -0.231 0.262
C -3.815 1.538 0.662
H 2.787 -2.256 0.768
C 1.159 -1.079 0.027
C 1.626 1.219 -0.591
O -1.432 0.947 -1.210
H -4.570 2.246 0.982
C -0.690 0.119 -0.759
H 1.292 2.173 -0.968
H 4.398 -0.371 0.542
O -0.052 -3.143 0.430
C 2.475 -1.294 0.393
N -1.136 -1.214 -0.353
H -2.798 1.934 0.572
*
```

Output
molecular weight = 189.17 g mol⁻¹
LUMO energy (alpha / beta) = -1.48 / -1.49 eV
Kohn-Sham gap (alpha / beta) = 7.0 / 7.0 eV

---

*ii*
One molecule with the formula C9H7N3O2, computed with ωB97M-V/def2-TZVPD.

Geometry as ORCA input:
```
! RIJCOSX wB97M-V def2-TZVPD def2/J DEFGRID3
* xyz 0 1
N -0.973 -0.004 2.865
C -1.651 -0.461 0.596
H 0.750 -0.653 -1.889
H 1.394 1.078 -0.349
H -0.927 -0.950 -1.991
O -2.401 1.596 2.001
C -0.087 -1.006 -1.415
C -0.164 -1.044 2.481
H -0.928 0.739 3.688
C -0.542 -1.354 1.049
H -0.127 1.737 0.326
H 0.970 0.755 1.201
H 0.089 -2.055 -1.266
N -0.718 -3.796 0.476
C -1.768 0.584 1.929
C -2.891 -0.802 0.048
O 0.717 -1.430 3.206
C -0.277 -0.382 -0.075
C 0.541 0.903 0.274
C -0.534 -2.705 0.741
N -3.881 -0.912 -0.515
*
```

Output
molecular weight = 189.17 g mol⁻¹
LUMO energy = -0.02 eV
Kohn-Sham gap = 10.9 eV
SMILES = CC1(C)[C@]2(C#N)C(=O)NC(=O)[C@]12C#N

---

Q: Which of them is the least stable? A: *i*.